Record 1
# C11H23BrO4S

A cluster of 2 separate species, C11H23BrO4S in total in a non-equilibrium geometry (ωB97M-V/def2-TZVPD, OMol25).

Each line ends with the Löwdin charge.
CARTESIAN COORDINATES (ANGSTROEM)
O (4.59565, -1.20499, 2.91469)  -0.454
S (4.16310, 0.15746, 2.24408)  1.053
O (3.70225, 1.18045, 3.52116)  -0.371
C (3.54542, 2.57993, 3.11613)  -0.243
C (3.63312, 2.87677, 1.51035)  -0.208
C (2.44050, 2.14172, 0.61559)  -0.154
C (1.79418, 0.81494, 1.35873)  -0.358
C (0.54239, 0.32520, 0.36559)  -0.146
C (-0.86824, 0.48119, 1.20439)  -0.242
C (-1.31626, 2.06117, 1.13480)  -0.582
Br (-0.69081, 3.17298, 2.67610)  0.558
O (2.77991, -0.27623, 1.32113)  -0.342
H (2.45624, 2.91375, 3.46133)  0.118
H (4.31487, 3.25928, 3.68194)  0.136
H (3.42681, 4.04544, 1.37668)  0.126
H (4.71858, 2.71842, 1.04193)  0.118
H (2.85138, 1.76232, -0.43605)  0.139
H (1.52114, 2.87641, 0.42417)  0.106
H (1.33106, 1.03119, 2.41126)  0.118
H (0.58500, 0.97151, -0.62174)  0.117
H (0.76112, -0.78695, 0.04749)  0.124
H (-0.78849, 0.18839, 2.33703)  0.115
H (-1.64343, -0.24428, 0.66111)  0.118
H (-0.88111, 2.54024, 0.14339)  0.078
H (-2.49840, 2.07719, 1.15221)  0.080
C (-1.49975, -2.85532, -3.89700)  -0.080
C (-1.47595, -2.04539, -2.61110)  -0.286
O (-2.64828, -1.25917, -2.41320)  -0.173
C (-3.88189, -1.96926, -2.33051)  -0.278
C (-3.92764, -2.97024, -1.18849)  -0.082
H (-1.63162, -2.19499, -4.76355)  0.085
H (-0.56391, -3.41101, -4.01604)  0.080
H (-2.31973, -3.57603, -3.90983)  0.065
H (-0.63329, -1.34783, -2.65176)  0.113
H (-1.30092, -2.68827, -1.74319)  0.104
H (-4.10430, -2.45130, -3.28811)  0.105
H (-4.66650, -1.21982, -2.17393)  0.119
H (-3.16892, -3.74901, -1.29600)  0.066
H (-4.90602, -3.45794, -1.14881)  0.079
H (-3.74728, -2.46791, -0.23197)  0.077

Computed properties:
max |F|	6.10	eV/A
HOMO energy	-9.612	eV
LUMO	0.5	eV
HOMO-LUMO gap	10.151	eV
E_tot	-100842.571	eV
total charge	0

=====

Record 2
# C11H23Cl2IN2O3PS

A cluster of 2 separate species, C11H23Cl2IN2O3PS in total in a non-equilibrium geometry (ωB97M-V/def2-TZVPD, OMol25).

Each line ends with the Löwdin charge.
CARTESIAN COORDINATES (ANGSTROEM)
C (-2.95435, 3.99139, 1.37973)  -0.108
C (-3.00668, 2.83332, 0.34356)  -0.256
C (-1.76785, 1.92334, 0.37757)  -0.215
C (-1.43075, 1.36187, -1.04064)  -0.185
C (-1.31359, -0.18264, -1.13381)  -0.134
C (0.11884, -0.79921, -1.11808)  -0.485
C (0.42280, -1.30227, 0.31062)  -0.236
C (0.63335, -0.17827, 1.35667)  -0.186
C (1.92648, -0.40759, 2.18727)  -0.329
N (2.56088, 0.91583, 2.41339)  -0.023
C (0.04245, -2.12818, -1.93412)  -0.734
O (1.10805, -2.54576, -2.47866)  -0.135
O (-1.04258, -2.72936, -1.94920)  -0.029
N (1.16384, 0.11731, -1.64949)  -0.631
S (2.77836, -0.27975, -1.20569)  0.677
P (0.88684, 0.42429, -3.34839)  0.514
O (0.99696, 2.08119, -3.42957)  -0.402
I (2.86351, -0.33800, -4.65452)  0.310
H (-3.13708, 4.94044, 0.87858)  0.057
H (-2.02156, 4.00501, 1.93386)  0.061
H (-3.80762, 3.87204, 2.05027)  0.057
H (-3.90870, 2.22934, 0.45221)  0.102
H (-3.06073, 3.31194, -0.63437)  0.091
H (-0.93079, 2.57443, 0.64432)  0.096
H (-1.83478, 1.12844, 1.11502)  0.094
H (-0.58194, 1.90555, -1.44370)  0.066
H (-2.28413, 1.63970, -1.66326)  0.096
H (-1.91197, -0.58923, -0.32242)  0.113
H (-1.83195, -0.48488, -2.03843)  0.100
H (1.20292, -2.03989, 0.29904)  0.017
H (-0.47962, -1.84101, 0.59175)  0.101
H (-0.17427, -0.16858, 2.08554)  0.102
H (0.72590, 0.77451, 0.84147)  0.086
H (2.61009, -0.99149, 1.56751)  0.058
H (1.70387, -0.91839, 3.12223)  0.085
H (3.48135, 0.75078, 2.80677)  0.051
H (2.70227, 1.29567, 1.48357)  0.033
H (2.86098, -1.62426, -1.32212)  -0.098
H (1.26178, 2.36594, -2.54141)  0.030
C (0.97406, -4.99413, 1.03641)  -0.974
Cl (1.18208, -3.59268, 2.09200)  0.611
Cl (2.25393, -6.19576, 1.28211)  0.488
H (0.01835, -5.45465, 1.25342)  0.028
H (1.00099, -4.65635, 0.00298)  0.035

Computed properties:
max |F|	1.66	eV/A
HOMO energy	-5.117	eV
LUMO	2.6	eV
HOMO-LUMO gap	7.698	eV
E_tot	-74174.595	eV
total charge	-1

=====

Record 3
# C11H23ClNO5P

An isolated molecule of C11H23ClNO5P in a non-equilibrium geometry (ωB97M-V/def2-TZVPD, OMol25).

Each line ends with the Löwdin charge.
CARTESIAN COORDINATES (ANGSTROEM)
C (-3.07624, -0.22673, -2.76861)  -0.081
C (-3.34278, 0.91015, -1.81975)  -0.176
O (-2.27012, 1.22031, -0.85055)  -0.027
C (-2.03087, 0.25523, 0.03046)  -0.513
O (-2.77515, -0.73476, 0.26483)  0.005
C (-0.59166, 0.23379, 0.73248)  -0.181
C (-0.77170, 0.42641, 2.22633)  -0.704
Cl (-2.42904, 0.51040, 2.79616)  0.766
N (0.01089, -0.28131, 3.20849)  -0.298
C (1.22929, 0.25667, 3.70408)  -0.098
C (-0.45416, -1.43455, 3.95741)  -0.118
P (0.49276, 0.22952, -0.80061)  0.602
O (-0.27003, 0.24694, -2.09337)  -0.252
O (1.57912, 1.37986, -0.64870)  -0.209
C (1.41035, 2.57639, -1.51199)  -0.244
C (2.75867, 3.19146, -1.64740)  -0.082
O (1.31542, -1.14055, -0.57581)  -0.223
C (1.17155, -2.30061, -1.46736)  -0.242
C (2.36012, -3.20471, -1.26455)  -0.079
H (-3.71895, -0.14270, -3.65028)  0.081
H (-2.03558, -0.24441, -3.09703)  0.057
H (-3.35895, -1.16846, -2.29026)  0.077
H (-4.25357, 0.70397, -1.24671)  0.123
H (-3.47365, 1.81842, -2.39849)  0.117
H (-0.33021, -0.81142, 1.07322)  0.135
H (-0.44740, 1.41387, 1.97988)  0.101
H (1.82946, -0.56920, 4.11273)  0.080
H (1.82373, 0.78170, 2.93395)  0.092
H (1.09350, 0.96351, 4.54593)  0.089
H (0.43515, -1.98922, 4.30601)  0.078
H (-1.03704, -1.18219, 4.87743)  0.081
H (-1.09170, -2.12586, 3.34392)  0.096
H (0.69604, 3.23700, -1.01552)  0.122
H (0.98759, 2.27698, -2.47456)  0.110
H (2.68053, 4.13803, -2.16096)  0.078
H (3.20219, 3.34238, -0.66758)  0.081
H (3.41296, 2.55243, -2.23338)  0.082
H (0.23328, -2.79298, -1.18549)  0.123
H (1.08530, -1.97022, -2.51810)  0.119
H (2.19747, -4.11923, -1.81637)  0.074
H (3.26466, -2.75853, -1.67486)  0.079
H (2.48878, -3.46777, -0.21503)  0.081

Computed properties:
max |F|	6.26	eV/A
HOMO energy	-8.264	eV
relative energy (zero: lowest compared OMol25 entry of this formula, charge and spin)	284.3	kJ/mol
LUMO	0.7	eV
HOMO-LUMO gap	8.996	eV
SMILES string	CCOC(=O)[C@H]([C@@H](Cl)N(C)C)P(=O)(OCC)OCC
E_tot	-45317.324	eV
total charge	0

=====

Record 4
# C11H23INO2P2Sr

A structure of composition C11H23INO2P2Sr in a non-equilibrium geometry (ωB97M-V/def2-TZVPD, OMol25).

Each line ends with the Löwdin charge.
CARTESIAN COORDINATES (ANGSTROEM)
Sr (-0.57891, 0.00964, 1.44427)  0.627
P (-1.70312, 2.37723, 0.61710)  0.666
C (-1.10010, 2.41049, -1.09841)  -0.295
C (0.35127, 1.94731, -1.36682)  -0.300
N (0.87959, 0.99906, -0.55704)  0.004
C (2.12571, 0.52244, -0.78903)  -0.301
C (2.90427, 0.99845, -1.84827)  -0.007
C (2.35222, 1.96012, -2.70395)  -0.018
C (1.05539, 2.43604, -2.47173)  -0.006
C (2.71038, -0.50583, 0.20707)  -0.296
P (1.56927, -1.63949, 1.04855)  0.665
H (0.57922, 3.18375, -3.11843)  0.129
H (3.91776, 0.60188, -1.98553)  0.128
H (2.92925, 2.33683, -3.54437)  0.121
H (3.37256, -1.21525, -0.30464)  0.091
H (3.25649, 0.03383, 1.00542)  0.109
H (-1.79711, 1.77328, -1.68656)  0.113
H (-1.21879, 3.47324, -1.34548)  0.091
H (-2.98044, -2.66943, -1.78602)  0.033
O (-3.39794, -2.20254, -2.53712)  -0.077
H (-3.14147, -2.75840, -3.29585)  0.047
H (-1.34615, -4.82014, 1.25264)  0.021
O (-1.88004, -5.37174, 0.64892)  -0.077
H (-2.00063, -6.18917, 1.16701)  0.053
C (1.17532, -3.01457, -0.06695)  -0.240
H (2.16701, -3.47285, -0.19317)  0.053
H (0.42727, -3.68669, 0.40281)  0.040
H (0.75669, -2.61598, -1.01332)  0.062
C (2.29042, -2.22345, 2.61013)  -0.252
H (1.54617, -2.86684, 3.12701)  0.063
H (3.17952, -2.76214, 2.24341)  0.052
H (2.52748, -1.34511, 3.25006)  0.063
C (-1.03690, 3.80609, 1.51582)  -0.251
H (-1.48220, 4.64302, 0.96101)  0.049
H (-1.35935, 3.75409, 2.57464)  0.064
H (0.06987, 3.79546, 1.47045)  0.057
C (-3.52047, 2.32752, 0.62081)  -0.250
H (-3.87132, 2.23707, 1.67140)  0.065
H (-3.76397, 3.29039, 0.14136)  0.052
H (-3.85415, 1.43736, 0.04129)  0.064
I (-2.11005, -0.99498, 3.69152)  -0.213

Computed properties:
max |F|	2.25	eV/A
HOMO energy	-11.032	eV
relative energy (zero: lowest compared OMol25 entry of this formula, charge and spin)	144.6	kJ/mol
LUMO	-3.0	eV
HOMO-LUMO gap	7.994	eV
E_tot	-44875.144	eV
total charge	+1